21
Properties=species:S:1:pos:R:3:nbo_charge:R:1 method="wB97M-V/def2-TZVPD" fmax_ev_per_a=3.7 total_charge=-1 e_above_lowest_ev=3.361 homo_lumo_gap_ha=0.2409
C -1.34 0.26 -1.36 -0.01
O -2.67 0.02 -1.18 -0.93
C -0.79 1.22 -0.21 -0.45
C 0.73 1.32 -0.13 -0.46
C 1.48 0.03 0.15 0.05
C 2.57 -0.31 -0.61 -0.46
C 1.00 -0.87 1.29 -0.64
H -1.00 0.78 -2.26 0.10
H -0.75 -0.69 -1.22 0.08
H -1.28 0.94 0.76 0.19
H -1.30 2.20 -0.20 0.19
H 0.98 2.04 0.71 0.20
H 0.97 1.71 -1.17 0.20
H 3.00 -1.28 -0.29 0.17
H 3.09 0.23 -1.42 0.20
H -0.09 -1.11 1.36 0.25
H 1.32 -0.27 2.39 0.19
H 1.70 -1.76 1.37 0.21
H -2.06 -2.08 0.82 0.43
H -2.68 -0.79 0.28 0.51
O -2.88 -1.60 0.91 -1.02



21
Properties=species:S:1:pos:R:3:nbo_charge:R:1 method="wB97M-V/def2-TZVPD" fmax_ev_per_a=1.4 total_charge=-1 e_above_lowest_ev=0.448 homo_lumo_gap_ha=0.2794
C 1.01 -0.48 2.98 -0.75
C 1.08 0.99 2.45 0.77
O 1.44 1.13 1.26 -0.81
O 0.83 1.88 3.29 -0.79
H 0.26 -1.05 2.43 0.19
H 0.94 -0.52 4.06 0.20
H 1.98 -0.89 2.67 0.20
C -0.26 -0.26 -1.22 -0.22
C -0.51 -1.03 -2.52 -0.61
C 0.21 1.18 -1.46 -0.60
C -1.46 -0.22 -0.25 -0.61
H 0.52 -0.80 -0.68 0.21
H -1.42 -1.63 -2.40 0.19
H -0.48 1.60 -2.19 0.16
H 0.23 1.75 -0.54 0.27
H 1.21 1.18 -1.91 0.20
H -2.09 -1.11 -0.31 0.18
H -1.04 -0.23 0.75 0.23
H 0.29 -1.75 -2.69 0.20
H -0.68 -0.42 -3.41 0.19
H -2.07 0.69 -0.33 0.20



21
Properties=species:S:1:pos:R:3:nbo_charge:R:1 method="wB97M-V/def2-TZVPD" fmax_ev_per_a=5.2 total_charge=-1 e_above_lowest_ev=9.275 homo_lumo_gap_ha=0.1170
C 1.14 0.04 -2.04 -0.44
O -0.84 -0.96 -3.20 -0.94
C 0.26 0.26 -0.77 -0.48
C 1.00 -0.09 0.56 -0.42
C 0.37 0.29 1.93 -0.09
C 0.96 1.25 2.72 -0.42
C -0.70 -0.52 2.30 -0.43
H 1.66 -0.92 -2.07 0.23
H 1.30 1.00 -2.45 0.21
H -0.12 1.29 -0.71 0.20
H -0.71 -0.28 -0.68 0.32
H 1.06 -1.19 0.59 0.21
H 1.87 0.50 0.44 0.19
H 0.79 1.42 3.77 0.18
H 1.61 2.00 2.35 0.17
H -3.08 -0.06 -1.18 0.40
H -0.98 -1.56 1.74 0.21
H -1.38 -0.23 3.06 0.18
H -1.48 -0.92 -2.41 0.52
H 0.01 -0.32 -2.89 0.39
O -2.75 -0.98 -1.08 -1.21



21
Properties=species:S:1:pos:R:3:nbo_charge:R:1 method="wB97M-V/def2-TZVPD" fmax_ev_per_a=0.7 total_charge=-1 e_above_lowest_ev=1.442 homo_lumo_gap_ha=0.2503
C 0.81 1.02 2.40 -0.74
C 1.40 0.50 1.28 0.39
O 1.27 -0.70 0.84 -0.83
C 2.28 1.43 0.45 -0.69
H 1.00 2.07 2.67 0.16
H 0.16 0.45 3.04 0.18
H 0.90 -0.77 -0.82 0.51
H 3.02 1.98 1.03 0.19
H 2.81 0.89 -0.33 0.21
H 1.68 2.18 -0.08 0.20
C -0.69 0.17 -1.37 -0.05
O 0.45 -0.59 -1.69 -0.79
C -1.67 -0.55 -0.46 -0.43
C -1.95 -1.99 -0.89 -0.60
H -1.18 0.42 -2.32 0.14
H -0.40 1.11 -0.88 0.16
H -2.60 0.01 -0.40 0.17
H -1.24 -0.57 0.55 0.24
H -2.78 -2.41 -0.33 0.18
H -1.07 -2.61 -0.73 0.22
H -2.19 -2.06 -1.96 0.18



21
Properties=species:S:1:pos:R:3:nbo_charge:R:1 method="wB97M-V/def2-TZVPD" fmax_ev_per_a=2.8 total_charge=-1 e_above_lowest_ev=1.209 homo_lumo_gap_ha=0.2751
C -0.91 2.78 0.02 -0.38
C -0.79 2.17 1.42 -0.62
C 0.43 2.84 -0.81 -0.62
H -1.59 2.15 -0.56 0.21
H -1.37 3.77 0.16 0.17
H -0.13 2.75 2.10 0.18
H -0.45 1.15 1.33 0.24
H -0.03 2.85 -1.79 0.22
H 0.97 3.76 -0.57 0.18
H -1.68 2.45 2.01 0.20
H 1.06 2.05 -0.44 0.22
C 1.15 -2.04 0.22 -0.52
C 1.68 -0.59 0.18 -0.61
C -0.33 -2.09 -0.29 0.76
O -1.09 -2.90 0.30 -0.79
O -0.58 -1.36 -1.27 -0.79
H 1.75 -2.70 -0.40 0.19
H 1.41 -2.48 1.19 0.19
H 1.14 0.08 -0.46 0.23
H 2.72 -0.48 -0.17 0.18
H 1.60 -0.20 1.21 0.18



21
Properties=species:S:1:pos:R:3:nbo_charge:R:1 method="wB97M-V/def2-TZVPD" fmax_ev_per_a=1.2 total_charge=-1 e_above_lowest_ev=3.228 homo_lumo_gap_ha=0.2153
C -1.59 2.09 -0.02 0.00
O -2.83 1.64 -0.27 -0.95
C -0.47 1.19 -0.63 -0.41
C 0.95 1.49 -0.09 -0.47
C 1.55 0.32 0.62 -0.14
C 2.21 -0.71 0.09 -0.23
C 2.58 -1.94 0.89 -0.63
H -1.37 2.17 1.07 0.05
H -1.39 3.11 -0.45 0.06
H -0.73 0.13 -0.54 0.18
H -0.51 1.42 -1.70 0.18
H 1.53 1.97 -0.88 0.20
H 0.82 2.26 0.65 0.20
H 1.39 0.37 1.70 0.18
H 2.45 -0.58 -0.95 0.19
H 2.51 -2.88 0.35 0.21
H 1.93 -1.96 1.75 0.21
H 3.61 -1.80 1.23 0.20
H -1.92 -2.18 -0.62 0.49
H -2.49 -3.29 0.19 0.46
O -1.95 -3.16 -0.60 -0.95



| no. | LUMO (Ha) |
| --- | --- |
| 1 | 0.1307 |
| 2 | 0.1339 |
| 3 | 0.0256 |
| 4 | 0.1480 |
| 5 | 0.1340 |
| 6 | 0.1292 |